[1]
Computed, not measured: the molecule CH2N2O3S at a distorted geometry, with wB97M-V/def2-TZVPD.

Properties
- Energy relative to the best compared isomer or geometry (same formula, charge and spin): 79.8 kcal per mole
- HOMO-LUMO gap: 9.05 eV
- Strongest force on any atom: 5.40 eV Å⁻¹
- Net charge: 0

Structure (XYZ):
```
9
Properties=species:S:1:pos:R:3:forces:R:3:mulliken_charge:R:1
S -1.434639 0.005319 -0.197698 0.329 -0.995 0.501 1.1507
O -2.135319 -1.171389 -0.607964 -0.375 0.341 -0.343 -0.5276
O -1.017605 0.971193 -1.166100 -0.627 0.321 0.082 -0.5499
O -1.581356 0.376740 1.195658 -0.189 0.334 -0.881 -0.5207
N 1.166591 0.126895 0.218631 -2.707 -4.661 -0.335 0.5433
N 1.728279 1.126142 0.044450 3.631 2.479 -0.494 -0.5768
C 0.320073 -0.798259 0.193350 1.406 2.226 0.536 -0.1550
H 0.343541 -1.607605 0.881907 0.182 -0.533 0.481 0.3255
H 2.610439 0.970961 -0.562236 -1.649 0.487 0.453 0.3105
```
Positions in Å, forces in eV/Å.

=====

[2]
Computed, not measured: a cluster of 2 separate species, CH2N2O3S in total at a distorted geometry, with wB97M-V/def2-TZVPD.

Properties
- Energy relative to the best compared isomer or geometry (same formula, charge and spin): 111.1 kcal per mole
- HOMO-LUMO gap (spin up / spin down): 8.61 / 8.40 eV
- Strongest force on any atom: 4.93 eV Å⁻¹
- Net charge: 0

Structure (XYZ):
```
9
Properties=species:S:1:pos:R:3:forces:R:3:mulliken_charge:R:1
S -0.899383 -0.795530 -0.118236 1.247 2.068 -0.257 0.8882
O -1.686535 -1.604621 -0.942171 -1.472 -1.229 -1.715 -0.4659
O -0.496967 -1.223853 1.166820 1.062 -0.596 1.621 -0.4633
O 0.910654 0.236046 -1.131469 -0.187 0.431 1.759 -0.3410
N 1.872150 0.356955 -0.242116 -3.002 3.911 0.136 -0.1447
N -2.059603 1.787728 0.567967 0.386 -1.521 -0.488 -0.3298
C -1.733812 0.714727 0.259993 -0.520 1.726 0.248 0.3063
H 1.768669 0.992359 0.638358 -0.038 -1.504 -2.253 0.2926
H 2.324826 -0.463807 -0.199145 2.523 -3.286 0.950 0.2576
```
Positions in Å, forces in eV/Å.

=====

[3]
Computed, not measured: the molecule CH2N2O3S2 at a distorted geometry, with wB97M-V/def2-TZVPD.

Properties
- Energy relative to the best compared isomer or geometry (same formula, charge and spin): 15.2 kcal per mole
- HOMO-LUMO gap: 9.41 eV
- Strongest force on any atom: 3.72 eV Å⁻¹
- Net charge: 0

Structure (XYZ):
```
10
Properties=species:S:1:pos:R:3:forces:R:3:mulliken_charge:R:1
S -0.725820 1.222915 -1.957649 -1.140 -0.768 3.146 0.0312
S -1.059792 -0.348437 0.543844 0.851 -1.012 0.247 0.9100
O -1.850056 -1.150308 -0.322100 0.154 -0.107 -0.064 -0.4872
O 2.211110 0.558782 0.018630 -0.407 -1.647 0.316 -0.5357
O -1.663644 0.183731 1.715459 0.461 0.013 0.091 -0.5001
N 0.573902 -1.037435 0.807381 -0.538 -0.364 1.153 -0.2421
N -0.051735 0.691146 -0.256008 -3.008 0.995 -1.941 -0.1316
C 1.129079 0.044734 0.170916 1.537 2.089 -0.905 0.5095
H 0.988134 -1.447229 1.670429 -0.628 0.571 -0.863 0.2903
H 0.448820 1.282102 -2.390903 2.718 0.231 -1.179 0.1556
```
Positions in Å, forces in eV/Å.

=====

[4]
Computed, not measured: the molecule CH2N2O3S2 at a distorted geometry, with wB97M-V/def2-TZVPD.

Properties
- Energy relative to the best compared isomer or geometry (same formula, charge and spin): 0.0 kcal per mole
- HOMO-LUMO gap: 10.14 eV
- Strongest force on any atom: 2.39 eV Å⁻¹
- Net charge: 0

Structure (XYZ):
```
10
Properties=species:S:1:pos:R:3:forces:R:3:mulliken_charge:R:1
S 1.477635 1.936287 0.240575 -1.946 -0.439 -0.491 -0.0373
S -1.034925 0.079244 0.202823 -0.116 -0.152 -1.015 0.9324
O -1.774402 0.048093 1.396585 -0.151 -0.521 1.332 -0.5288
O -1.608362 0.760555 -0.895162 -0.253 0.490 -0.752 -0.5280
O 1.998080 -1.225910 -0.548556 0.620 -0.439 -0.038 -0.4863
N 0.575188 0.440943 0.304505 0.906 -0.642 0.202 -0.0772
N -0.340601 -1.406348 -0.320298 -1.551 -1.033 1.494 -0.2984
C 0.932175 -0.833210 -0.230211 0.728 0.767 0.167 0.5038
H 0.365617 2.515933 -0.347702 1.076 0.048 0.170 0.1896
H -0.590403 -2.315587 0.197440 0.687 1.921 -1.070 0.3301
```
Positions in Å, forces in eV/Å.

=====

[5]
Computed, not measured: a cluster of 2 separate species, CH2N2O4 in total at a distorted geometry, with wB97M-V/def2-TZVPD.

Properties
- Energy relative to the best compared isomer or geometry (same formula, charge and spin): 194.3 kcal per mole
- HOMO-LUMO gap (spin up / spin down): 8.54 / 7.97 eV
- Strongest force on any atom: 4.93 eV Å⁻¹
- Net charge: 0

Structure (XYZ):
```
9
Properties=species:S:1:pos:R:3:forces:R:3:mulliken_charge:R:1
O 0.319517 -1.872099 -0.106789 0.150 1.285 0.310 -0.4246
O 2.724063 0.315716 -0.121385 -0.090 -0.488 -0.057 -0.1384
O 1.694739 1.315185 -0.322200 -0.589 -0.453 0.197 -0.0912
O -2.253535 -0.118077 0.244322 -0.424 0.465 1.095 -0.3124
N -1.256611 0.548982 -0.388805 2.486 -1.145 -0.932 -0.3181
N 1.371873 0.136993 0.366883 3.072 2.955 1.267 0.0673
C 0.489179 -0.698074 -0.012664 -4.201 -1.795 -1.866 0.6389
H -2.005571 -1.041465 0.205770 -0.124 -0.698 -0.447 0.3318
H -1.083651 1.412835 0.134869 -0.279 -0.127 0.434 0.2468
```
Positions in Å, forces in eV/Å.

=====

[6]
Computed, not measured: the ion CH2N2O4P with charge +1 at a distorted geometry, with wB97M-V/def2-TZVPD.

Properties
- Energy relative to the best compared isomer or geometry (same formula, charge and spin): 0.0 kcal per mole
- Expectation value of S²: 2.007
- HOMO-LUMO gap (spin up / spin down): 10.09 / 7.06 eV
- Strongest force on any atom: 7.08 eV Å⁻¹
- 2S+1: 3
- Net charge: +1

Structure (XYZ):
```
10
Properties=species:S:1:pos:R:3:forces:R:3:mulliken_charge:R:1
P 1.299361 0.129884 -0.699222 -1.930 1.207 -1.652 1.2125
O 1.124175 -1.295415 -0.628609 -0.314 -1.316 0.604 -0.4406
O 2.227245 1.122182 -1.127147 0.537 0.476 0.032 -0.4838
O 1.117700 0.553208 1.272095 0.320 0.250 -1.538 0.0819
O -0.341216 0.794694 -0.875613 3.901 1.391 -0.973 -0.2466
N -1.292669 0.029801 -0.477663 -2.399 3.213 -5.826 0.5170
N -1.146348 -0.688999 0.485278 -1.142 -4.461 5.379 -0.3778
C 1.049902 0.568586 2.387590 -0.050 0.114 2.665 0.1107
H -2.137121 0.110751 -1.091476 0.306 -0.162 1.004 0.3216
H -1.901028 -1.324692 0.754765 0.771 -0.713 0.305 0.3051
```
Positions in Å, forces in eV/Å.

=====

[7]
Computed, not measured: the molecule CH2N2OS2 at a distorted geometry, with wB97M-V/def2-TZVPD.

Properties
- Energy relative to the best compared isomer or geometry (same formula, charge and spin): 4.7 kcal per mole
- SMILES string: NC(=O)n1ss1
- HOMO-LUMO gap: 8.50 eV
- Strongest force on any atom: 3.90 eV Å⁻¹
- Net charge: 0

Structure (XYZ):
```
8
Properties=species:S:1:pos:R:3:forces:R:3:mulliken_charge:R:1
S -1.474498 -1.525040 0.066891 0.520 -1.086 0.120 -0.1007
S -2.546837 0.167858 0.067625 0.061 1.176 0.063 -0.0324
O 0.257596 1.862814 -0.067961 0.465 1.867 0.524 -0.4750
N -0.951889 -0.024332 -0.612895 0.426 0.325 -0.218 0.0094
N 1.307772 -0.193567 -0.029031 0.077 1.639 0.045 -0.4126
C 0.264247 0.691532 -0.123283 -2.092 -3.152 -0.967 0.5284
H 1.154178 -1.153490 0.112930 -0.563 -1.072 0.098 0.2314
H 1.989428 0.174228 0.585722 1.106 0.303 0.335 0.2516
```
Positions in Å, forces in eV/Å.

=====

[8]
Computed, not measured: the molecule CH2N2S at a distorted geometry, with wB97M-V/def2-TZVPD.

Properties
- Energy relative to the best compared isomer or geometry (same formula, charge and spin): 12.9 kcal per mole
- SMILES string: N#CNS
- HOMO-LUMO gap: 9.94 eV
- Strongest force on any atom: 3.09 eV Å⁻¹
- Net charge: 0

Structure (XYZ):
```
6
Properties=species:S:1:pos:R:3:forces:R:3:mulliken_charge:R:1
S 1.349248 0.796828 -0.022098 -0.589 -0.213 1.113 -0.1086
N -2.345085 0.019901 0.170094 -2.096 0.149 0.579 -0.3401
N 0.029461 -0.424978 -0.264693 3.038 0.409 0.360 -0.4222
C -1.249159 -0.227120 -0.001198 1.428 0.616 -0.569 0.3824
H 0.285700 -0.796586 -1.167384 -0.522 -0.453 0.099 0.3151
H 1.929835 0.631956 1.285280 -1.259 -0.508 -1.581 0.1733
```
Positions in Å, forces in eV/Å.

=====

[9]
Computed, not measured: a cluster of 2 separate species, CH2N2S2 in total at a distorted geometry, with wB97M-V/def2-TZVPD.

Properties
- Energy relative to the best compared isomer or geometry (same formula, charge and spin): 75.9 kcal per mole
- HOMO-LUMO gap (spin up / spin down): 7.82 / 7.05 eV
- Strongest force on any atom: 2.01 eV Å⁻¹
- Net charge: 0

Structure (XYZ):
```
7
Properties=species:S:1:pos:R:3:forces:R:3:mulliken_charge:R:1
S -1.518415 0.849396 0.557767 -0.960 0.881 1.117 0.0508
S 2.113952 1.173623 -0.514768 0.005 0.009 0.048 -0.1575
N -0.518118 -0.289840 0.191784 0.330 0.470 -1.924 -0.3061
N 0.505439 -2.226406 1.150842 0.893 -1.502 0.948 -0.4031
C 0.015030 -1.245582 0.797164 0.271 -0.615 0.663 0.4902
H 1.276324 0.783026 -1.482414 0.016 0.001 -0.114 0.1546
H -1.874211 0.955783 -0.700375 -0.554 0.756 -0.739 0.1711
```
Positions in Å, forces in eV/Å.

=====

[10]
Computed, not measured: the molecule CH2N2S2 at a distorted geometry, with wB97M-V/def2-TZVPD.

Properties
- Energy relative to the best compared isomer or geometry (same formula, charge and spin): 13.7 kcal per mole
- Expectation value of S²: 2.012
- HOMO-LUMO gap (spin up / spin down): 7.54 / 6.44 eV
- Strongest force on any atom: 2.42 eV Å⁻¹
- 2S+1: 3
- Net charge: 0

Structure (XYZ):
```
7
Properties=species:S:1:pos:R:3:forces:R:3:mulliken_charge:R:1
S 0.063631 -1.537832 0.235011 -2.167 -0.236 0.857 0.1076
S 1.979638 -0.335189 -0.495485 1.656 0.157 -0.756 -0.2425
N 1.324417 2.284387 0.225685 -0.244 0.611 0.448 -0.3784
N -1.285375 -0.548725 0.123028 1.094 -0.028 -2.163 -0.3996
C 1.571641 1.178053 0.015036 -0.030 -0.026 -0.489 0.3655
H -2.032705 -0.721828 0.734023 -1.048 -0.563 0.956 0.2685
H -1.621249 -0.318865 -0.837301 0.739 0.086 1.147 0.2788
```
Positions in Å, forces in eV/Å.

=====

[11]
Computed, not measured: the molecule CH2N2S4 at a distorted geometry, with wB97M-V/def2-TZVPD.

Properties
- Energy relative to the best compared isomer or geometry (same formula, charge and spin): 6.5 kcal per mole
- SMILES string: SS[C@H]1N=NSS1
- HOMO-LUMO gap: 8.64 eV
- Strongest force on any atom: 2.49 eV Å⁻¹
- Net charge: 0

Structure (XYZ):
```
9
Properties=species:S:1:pos:R:3:forces:R:3:mulliken_charge:R:1
S -1.268568 1.554834 -1.097443 -0.261 0.272 0.368 -0.1617
S -1.725851 0.511517 0.606190 0.398 0.438 0.146 -0.0318
S 2.088817 0.077890 -0.755480 1.407 1.897 0.801 0.1405
S 1.300082 0.933299 1.085522 0.078 -0.819 -0.677 -0.1272
N 0.143796 -1.353550 -0.124204 0.127 0.946 1.353 -0.2401
N 1.131398 -1.173849 -0.816945 -1.364 -1.335 -0.590 0.0170
C -0.076417 -0.204203 0.960107 -1.250 -0.556 -1.218 -0.1330
H -1.203084 0.388730 -1.692999 0.099 -0.427 -1.135 0.1834
H -0.390172 -0.734666 1.835255 0.766 -0.415 0.952 0.3529
```
Positions in Å, forces in eV/Å.

=====

[12]
Computed, not measured: the ion CH2N3O2 with charge +1 at a distorted geometry, with wB97M-V/def2-TZVPD.

Properties
- Energy relative to the best compared isomer or geometry (same formula, charge and spin): 4.4 kcal per mole
- SMILES string: O=C=[NH+]NN=O
- HOMO-LUMO gap: 9.30 eV
- Strongest force on any atom: 3.82 eV Å⁻¹
- Net charge: +1

Structure (XYZ):
```
8
Properties=species:S:1:pos:R:3:forces:R:3:mulliken_charge:R:1
O -0.923183 -2.286370 0.004476 1.017 1.204 0.055 -0.3137
O -1.516171 1.947048 0.083342 -1.124 0.961 0.221 -0.0470
N -0.718196 -1.127784 -0.115320 -1.277 -0.995 -0.206 0.0839
N 0.498229 0.713578 -0.095857 -0.820 -1.009 0.991 0.0398
N 0.516248 -0.605427 0.228305 -1.310 -1.591 0.530 0.0142
C -0.566734 1.362923 0.030004 -0.417 0.012 -0.234 0.6935
H 1.317203 1.068243 -0.415424 2.938 1.959 -1.444 0.2650
H 1.392601 -1.072209 0.280471 0.992 -0.542 0.088 0.2643
```
Positions in Å, forces in eV/Å.

=====

Q: net charge of number 8 (CH2N2S)?
A: 0

=====

Q: The highest strongest force on any atom belongs to which entry?
A: CH2N2O4P

=====

Q: What is the energy relative to the best compared isomer or geometry (same formula, charge and spin) in the fifth record?
A: 194.3 kcal per mole

=====

Repeat the third record exactly.
Computed, not measured: the molecule CH2N2O3S2 at a distorted geometry, with wB97M-V/def2-TZVPD.

Properties
- Energy relative to the best compared isomer or geometry (same formula, charge and spin): 15.2 kcal per mole
- HOMO-LUMO gap: 9.41 eV
- Strongest force on any atom: 3.72 eV Å⁻¹
- Net charge: 0

Structure (XYZ):
```
10
Properties=species:S:1:pos:R:3:forces:R:3:mulliken_charge:R:1
S -0.725820 1.222915 -1.957649 -1.140 -0.768 3.146 0.0312
S -1.059792 -0.348437 0.543844 0.851 -1.012 0.247 0.9100
O -1.850056 -1.150308 -0.322100 0.154 -0.107 -0.064 -0.4872
O 2.211110 0.558782 0.018630 -0.407 -1.647 0.316 -0.5357
O -1.663644 0.183731 1.715459 0.461 0.013 0.091 -0.5001
N 0.573902 -1.037435 0.807381 -0.538 -0.364 1.153 -0.2421
N -0.051735 0.691146 -0.256008 -3.008 0.995 -1.941 -0.1316
C 1.129079 0.044734 0.170916 1.537 2.089 -0.905 0.5095
H 0.988134 -1.447229 1.670429 -0.628 0.571 -0.863 0.2903
H 0.448820 1.282102 -2.390903 2.718 0.231 -1.179 0.1556
```
Positions in Å, forces in eV/Å.